# 1
{
  "formula": "C3H8N2OS",
  "method": "ωB97M-V with the def2-TZVPD basis set",
  "relative_energy_kcal_mol": 55.2,
  "multiplicity": 3,
  "total_energy_ha": -701.83525,
  "fmax_ev_per_a": 2.7,
  "mol_weight_g_mol": 120.2,
  "gap_ev": [5.729, 6.693],
  "e_homo_ha": [-0.181, -0.327],
  "species": ["H", "H", "C", "S", "C", "C", "H", "H", "N", "H", "H", "N", "H", "O", "H"],
  "coordinates": [[-0.409, 2.458, -1.738], [1.160, 2.215, -1.498], [-0.038, -1.491, 2.715], [-0.500, -1.460, 0.981], [0.212, 0.570, 0.266], [0.307, 1.705, -1.869], [0.414, 1.388, -2.937], [0.253, -0.514, 3.113], [0.188, 0.500, -1.072], [-0.902, -1.967, 3.218], [0.905, -2.122, 2.695], [-0.579, -0.535, -1.777], [0.019, -1.275, -2.052], [0.433, 1.296, 1.220], [-1.462, -0.767, -1.265]],
  "forces_ev_per_angstrom": [[-2.003, 0.531, 0.077], [1.390, 0.292, -0.062], [0.375, -0.707, -0.537], [-0.618, -2.219, 1.210], [-0.492, -0.554, 0.345], [1.380, -1.032, -1.406], [-0.027, 0.656, 0.952], [-0.280, -0.059, -0.210], [-0.646, 0.892, -0.073], [0.969, 0.211, 0.229], [-1.161, 0.333, 0.405], [-1.068, 1.994, 1.485], [0.287, -0.947, 0.233], [0.427, 0.660, -1.844], [1.468, -0.050, -0.803]],
  "mulliken_spin": [-0.002, 0.002, -0.071, 1.195, 0.627, 0.053, 0.001, 0.017, -0.004, 0.023, 0.055, 0.013, -0.001, 0.095, -0.003]
}


# 2
{
  "formula": "C3H5NO2",
  "method": "ωB97M-V with the def2-TZVPD basis set",
  "relative_energy_kcal_mol": 128.1,
  "total_energy_ha": -322.37017,
  "fmax_ev_per_a": 3.7,
  "mol_weight_g_mol": 87.1,
  "gap_ev": [8.830, 9.060],
  "e_homo_ha": [-0.358, -0.333],
  "species": ["C", "H", "H", "C", "O", "N", "H", "H", "C", "O", "H"],
  "coordinates": [[1.355, 0.243, -0.834], [1.507, 1.216, -0.394], [2.067, -0.038, -1.600], [0.461, -0.640, -0.245], [1.004, -1.145, 1.092], [-1.522, 0.786, 0.340], [-1.123, 1.407, -0.334], [-2.303, 1.081, 0.908], [-0.760, -0.266, 0.480], [-0.989, -1.077, 1.375], [0.303, -1.568, -0.788]],
  "forces_ev_per_angstrom": [[1.809, 1.909, -0.800], [0.036, 0.155, 0.097], [-0.237, -0.163, 0.026], [-0.091, -2.898, 2.354], [1.656, 0.643, -1.815], [0.235, 1.930, -1.807], [-0.539, 0.853, -0.312], [0.370, -0.471, 0.113], [-1.732, -1.662, 2.224], [-1.205, -0.430, 0.361], [-0.303, 0.133, -0.440]],
  "mulliken_charge": [-1.058, 0.339, 0.304, 0.702, -0.363, -0.369, 0.226, 0.239, 0.309, -0.545, 0.215]
}


# 3
{
  "formula": "C44H52BrIN9O4P",
  "method": "ωB97M-V with the def2-TZVPD basis set",
  "total_energy_ha": -5714.66847,
  "fmax_ev_per_a": 1.2,
  "mol_weight_g_mol": 1008.7,
  "gap_ev": 7.067,
  "smiles": "CC[C@@H](Br)c1nc2c(CC=O)c(C)c(P(O)I)cc2nc1CC(=O)O.c1cc[nH]c1.c1cc[nH]c1.c1cc[nH]c1.c1cc[nH]c1.c1cc[nH]c1.c1cc[nH]c1.c1cc[nH]c1",
  "e_homo_ha": -0.304,
  "species": ["C", "H", "N", "O", "C", "C", "H", "O", "H", "C", "H", "C", "H", "H", "C", "N", "H", "H", "H", "C", "C", "C", "H", "C", "Br", "H", "H", "C", "H", "C", "H", "H", "H", "N", "C", "C", "H", "C", "C", "C", "H", "C", "H", "H", "C", "H", "C", "H", "H", "C", "C", "H", "H", "C", "N", "H", "C", "H", "N", "C", "H", "H", "C", "C", "C", "H", "H", "C", "C", "C", "C", "H", "C", "H", "C", "H", "H", "C", "C", "H", "H", "C", "I", "C", "H", "H", "H", "H", "H", "H", "H", "C", "H", "C", "H", "C", "N", "P", "C", "H", "C", "N", "N", "H", "N", "H", "C", "H", "O", "O", "H", "H"],
  "coordinates": [[4.326, -2.569, 0.040], [-0.122, 3.289, -1.498], [0.480, -0.339, 0.276], [-5.190, -1.154, 1.496], [11.172, 1.397, -2.625], [-2.590, -5.276, -4.672], [0.606, 2.334, 0.562], [1.529, 2.326, 0.850], [-4.023, -4.159, 1.917], [7.437, 0.050, 2.162], [-6.711, 5.252, -2.095], [-0.456, 5.452, -1.922], [-3.175, -6.619, -1.726], [-1.808, 7.183, -2.365], [-1.345, -3.498, 0.933], [-2.117, 3.998, -1.784], [10.842, 1.522, -0.424], [0.533, 5.879, -1.924], [-2.550, -5.108, -5.735], [-8.389, 0.952, 1.069], [-0.757, 4.136, -1.701], [-1.052, -4.941, 2.893], [10.403, 1.392, -4.730], [1.199, 1.893, 4.061], [4.083, -1.908, 2.839], [7.704, 0.519, 5.365], [12.237, 1.278, -2.730], [2.197, 1.562, -0.063], [-6.449, 7.279, -5.747], [10.493, 1.520, -1.443], [-10.184, 1.348, 2.243], [0.483, 3.474, 5.262], [3.189, -3.698, 1.437], [7.037, -0.145, 3.452], [0.591, 1.582, 6.195], [-2.895, -1.749, 0.281], [-1.908, -5.451, 3.366], [0.997, 0.370, 5.708], [5.296, -3.740, 0.018], [-9.264, -0.688, -0.173], [1.366, 2.448, 3.158], [-0.518, -1.266, 0.394], [1.015, -0.556, 6.258], [8.431, 1.765, -1.057], [-1.681, 6.135, -2.154], [6.254, -0.712, 3.725], [-9.688, 0.786, 1.470], [-7.623, 1.628, 1.408], [-3.630, -5.005, 0.438], [10.212, 1.457, -3.672], [-2.656, -3.098, 0.686], [-0.026, -5.203, 1.059], [-1.734, -5.613, 0.992], [8.801, 1.187, 3.542], [-2.057, -4.371, -3.796], [3.811, -2.500, -0.915], [-2.233, -4.814, -2.514], [6.082, -3.518, -0.698], [0.714, 2.501, 5.187], [2.784, 0.275, 0.452], [-1.877, -4.239, -1.675], [-8.408, 4.112, -3.537], [3.330, -2.654, 1.196], [-1.842, -0.873, 0.143], [-6.749, 6.586, -4.979], [-2.016, 0.149, -0.151], [-8.342, 5.342, -5.946], [-7.797, 4.931, -3.876], [-1.017, -4.899, 1.374], [-10.244, -0.257, 0.680], [1.682, -0.750, 0.555], [-4.562, -0.729, 2.096], [-3.115, -6.308, -3.944], [0.226, 1.869, 7.166], [8.532, 0.874, 2.182], [-5.472, 7.112, -3.230], [-11.247, -0.645, 0.734], [-0.273, -2.577, 0.785], [-3.830, -4.026, 0.854], [3.213, 0.467, 1.432], [4.913, -1.663, 0.153], [8.983, 1.614, -3.090], [-4.424, 1.132, -0.685], [-2.889, -6.015, -2.571], [5.777, -3.903, 0.976], [1.751, -0.181, 3.673], [4.810, -4.643, -0.335], [3.528, -0.009, -0.277], [-3.607, -7.177, -4.347], [-1.607, -3.513, -4.054], [9.082, 1.213, 1.320], [1.956, -2.113, 0.924], [-9.269, -1.456, -0.928], [-6.236, 6.526, -3.713], [9.593, 1.812, 3.918], [-2.686, 5.210, -2.064], [9.163, 1.654, -1.734], [-4.622, -1.231, -0.030], [7.859, 0.544, 4.300], [-4.736, -3.644, 0.402], [-7.740, 5.572, -5.084], [-8.142, 0.054, 0.069], [1.005, -2.994, 1.030], [8.001, 1.701, -3.522], [-6.881, 5.518, -3.047], [-7.266, -0.044, -0.412], [1.382, 0.567, 4.353], [6.912, -0.412, 1.343], [-0.218, -4.425, 3.569], [2.321, 1.903, -1.190], [-3.752, 5.308, -2.178], [-2.621, 3.140, -1.660]],
  "forces_ev_per_angstrom": [[0.493, 0.239, 0.412], [0.060, 0.016, -0.096], [-0.071, -0.606, 0.128], [0.226, 0.261, -0.053], [0.008, -0.012, -0.013], [0.015, 0.043, 0.001], [-0.055, 0.366, 0.008], [-0.117, -0.495, 0.359], [-0.173, -0.058, 0.134], [-0.042, -0.021, -0.028], [-0.027, 0.011, 0.026], [0.005, 0.030, 0.001], [0.000, -0.017, -0.004], [0.004, 0.005, -0.009], [-0.517, -0.039, -0.352], [0.016, 0.042, -0.024], [0.027, 0.002, -0.004], [0.011, -0.007, -0.001], [-0.013, -0.011, -0.009], [0.034, 0.019, -0.014], [-0.060, -0.061, 0.086], [-0.272, -0.209, -0.316], [0.001, 0.000, -0.007], [-0.085, 0.047, 0.118], [-0.148, -0.033, 0.056], [0.015, 0.007, 0.008], [0.007, -0.001, 0.001], [0.102, -0.038, 0.329], [0.007, 0.001, -0.007], [-0.055, 0.022, 0.045], [-0.004, 0.002, 0.004], [0.017, 0.021, 0.003], [-0.151, -0.161, 0.161], [0.014, 0.031, 0.041], [-0.025, 0.058, -0.024], [0.735, 0.571, 0.041], [-0.170, -0.126, -0.016], [0.010, -0.037, -0.010], [0.068, 0.191, -0.470], [0.023, -0.006, -0.011], [0.035, 0.004, -0.061], [-0.355, 0.423, -0.097], [0.003, -0.007, -0.006], [-0.004, 0.018, 0.015], [0.022, 0.006, 0.003], [0.083, 0.053, -0.004], [-0.009, -0.007, 0.004], [-0.001, 0.003, 0.007], [-0.003, -0.169, -0.171], [0.013, -0.009, -0.006], [0.363, 0.190, -0.099], [0.200, 0.140, -0.078], [-0.180, -0.115, -0.172], [-0.011, 0.019, -0.003], [-0.015, -0.049, 0.000], [-0.244, -0.020, -0.077], [0.023, 0.060, 0.020], [0.169, -0.032, -0.085], [0.028, -0.053, 0.034], [-0.447, 0.506, 0.191], [0.004, 0.004, -0.001], [-0.014, 0.002, -0.007], [0.068, -0.289, -0.483], [-0.258, -0.119, -0.018], [0.001, -0.010, -0.022], [0.142, 0.093, -0.006], [-0.003, -0.001, -0.006], [0.007, -0.019, 0.054], [-0.273, -0.086, 0.312], [-0.004, 0.002, 0.011], [0.275, 0.315, -0.037], [-0.095, -0.062, 0.193], [-0.011, -0.018, 0.005], [-0.002, -0.014, 0.008], [0.006, 0.025, -0.027], [-0.004, 0.021, -0.011], [-0.006, -0.002, 0.000], [0.210, -0.415, 0.118], [0.455, -0.075, 0.352], [0.277, -0.203, 0.124], [-0.014, 0.251, -0.118], [-0.054, 0.014, 0.035], [-0.133, 0.241, 0.042], [-0.001, 0.005, 0.013], [-0.072, -0.079, 0.222], [0.021, -0.049, -0.011], [-0.102, -0.251, 0.202], [0.320, -0.246, 0.064], [-0.002, -0.006, -0.002], [0.009, 0.012, -0.005], [0.035, -0.014, 0.009], [-0.189, -0.082, 0.261], [-0.016, -0.002, -0.005], [-0.009, -0.019, 0.073], [0.003, 0.006, 0.000], [-0.027, -0.035, 0.054], [0.037, -0.043, -0.024], [-0.444, -0.675, -0.183], [-0.015, -0.039, -0.014], [-0.139, 0.014, -0.122], [0.005, 0.012, -0.015], [-0.024, -0.009, -0.002], [-0.139, 0.203, -0.122], [0.003, 0.012, -0.016], [0.042, -0.002, -0.052], [-0.020, 0.015, -0.032], [-0.039, 0.009, -0.007], [0.014, -0.017, -0.002], [0.564, 0.330, 0.542], [-0.019, 0.300, -1.166], [0.000, 0.006, -0.042], [0.049, -0.023, -0.046]],
  "mulliken_charge": [-0.270, 0.599, -0.238, -0.403, -0.517, -0.465, 0.305, -0.402, 0.389, -0.490, 0.212, -0.685, 0.421, 0.402, 0.673, 0.143, 0.290, 0.412, 0.395, -0.439, -0.589, -0.163, 0.386, -0.873, -0.096, 0.391, 0.379, 0.081, 0.402, -0.279, 0.400, 0.173, 0.669, 0.207, -0.408, 1.192, 0.354, -1.115, -1.551, -0.461, 0.542, -0.820, 0.416, 0.198, -0.418, 0.031, -0.470, 0.350, 0.245, -0.362, 0.646, 0.454, 0.304, -0.782, 0.007, 0.495, -0.329, 0.442, 0.048, 0.062, 0.277, 0.393, -0.569, -0.235, -0.448, 0.169, 0.388, -0.516, -0.998, -0.428, 0.372, 0.378, -0.781, 0.398, 0.318, 0.418, 0.386, -0.097, -2.114, 0.362, -0.032, -0.547, 0.036, -0.108, 0.323, 0.472, 0.415, 0.318, 0.392, 0.193, 0.197, 0.210, 0.390, -0.462, 0.387, -0.148, 0.060, -0.064, -0.431, 0.547, -0.389, 0.188, -0.234, 0.378, 0.006, 0.092, 0.358, 0.158, -0.422, -0.587, 0.114, 0.027]
}


# 4
{
  "formula": "C6H13NO",
  "method": "ωB97M-V with the def2-TZVPD basis set",
  "relative_energy_kcal_mol": 98.3,
  "total_energy_ha": -366.27723,
  "fmax_ev_per_a": 4.6,
  "mol_weight_g_mol": 115.2,
  "gap_ev": 8.181,
  "smiles": "C=CCN/C=C/C.O",
  "e_homo_ha": -0.273,
  "species": ["N", "C", "H", "O", "C", "H", "H", "H", "H", "C", "H", "C", "H", "H", "C", "H", "H", "H", "H", "H", "C"],
  "coordinates": [[-0.261, -1.587, 0.797], [-1.705, 0.391, 0.871], [-1.051, -2.033, 0.094], [-1.044, 1.861, -2.292], [-1.953, 1.891, 0.864], [3.307, -0.904, -1.646], [-2.544, -0.121, 0.465], [1.303, -2.381, -1.308], [-1.556, 2.462, -2.744], [-0.503, -0.190, 1.150], [1.262, -2.999, 1.032], [1.122, -1.934, 0.754], [-2.521, 2.397, 1.549], [-2.419, 2.109, -0.111], [1.825, -1.750, -0.546], [-0.220, 2.459, -2.146], [-1.040, 2.487, 0.787], [1.696, -1.594, 1.723], [0.372, 0.312, 1.698], [3.160, -0.055, -0.209], [2.770, -0.821, -0.782]],
  "forces_ev_per_angstrom": [[-2.968, 1.100, -0.425], [2.004, 1.283, 1.118], [3.285, 1.581, 2.348], [4.256, -0.044, 1.816], [1.784, -0.599, -2.672], [0.942, 0.009, -2.734], [-0.174, -0.973, -0.372], [1.323, 0.495, 0.196], [-2.388, 1.956, -1.817], [-1.189, -0.906, -0.790], [-0.493, -0.066, -0.598], [1.443, -1.627, 2.253], [-1.745, 0.536, 2.307], [-0.021, -0.117, 0.233], [-0.296, 1.331, 0.184], [-1.859, -1.929, -0.104], [0.321, -0.320, 0.208], [-1.122, 0.534, -1.992], [-1.484, -0.671, -1.179], [0.285, 1.043, 2.068], [-1.903, -2.617, -0.049]],
  "mulliken_charge": [-0.275, -0.220, 0.292, -0.620, -1.155, 0.309, 0.282, 0.230, 0.288, -0.096, 0.324, -0.800, 0.430, 0.236, 0.073, 0.322, 0.274, 0.382, 0.258, 0.326, -0.859]
}